[1]
21
Properties=species:S:1:pos:R:3 method="wB97M-V/def2-TZVPD" multiplicity=1 smiles="NCCC=O.O.O.O" homo_ha=-0.34810 lumo_ev=0.5101 energy_ev=-12999.3026 orbital_gap_ev=9.98 relative_energy_kcal_mol=89.1
N 2.053 0.287 -1.633
C 0.757 1.081 -1.255
C 0.529 1.214 0.246
C 0.433 2.707 0.567
O 1.341 3.323 1.169
H 2.876 0.806 -1.948
H 2.300 -0.162 -0.803
H 1.027 2.169 -1.558
H -0.038 0.585 -1.661
H 1.529 0.759 0.773
H -0.160 0.572 0.771
H -0.317 3.378 0.072
O -5.147 -1.297 3.586
H -5.317 -2.160 3.225
H -4.276 -1.298 3.627
O 3.391 0.526 2.133
H 2.892 1.268 2.509
H 3.532 0.110 3.071
O -2.294 -4.880 -4.538
H -3.261 -4.818 -4.231
H -1.851 -4.169 -4.121

---

[2]
18
Properties=species:S:1:pos:R:3 method="wB97M-V/def2-TZVPD" multiplicity=1 homo_ha=-0.15069 lumo_ev=3.6194 energy_ev=-11944.7856 orbital_gap_ev=7.72 relative_energy_kcal_mol=14.1 charge=-1
C -0.611 0.846 0.044
N 0.804 1.065 0.156
C 1.777 0.564 -0.749
O 2.919 1.068 -0.628
O 1.423 -0.395 -1.486
C -1.262 0.176 1.288
C -2.654 -0.339 0.938
H -0.835 0.381 -0.915
H -1.130 1.814 -0.075
H 1.107 1.526 0.999
H -0.589 -0.612 1.627
H -1.323 1.000 2.001
H -2.715 -1.290 0.411
H -3.225 -0.405 1.870
H -3.183 0.388 0.313
H 3.229 -2.018 -1.177
H 2.787 -1.621 -2.529
O 3.480 -2.149 -2.090

---

[3]
45
Properties=species:S:1:pos:R:3 method="wB97M-V/def2-TZVPD" multiplicity=1 smiles=CN1c2ccccc2C([N@H+]2CCC[C@H]2CO)c2ccccc21 homo_ha=-0.38856 lumo_ev=-2.5084 energy_ev=-25096.8357 orbital_gap_ev=8.06 relative_energy_kcal_mol=47.0 charge=+1
C 0.191 -2.599 2.153
N -0.040 -1.193 1.797
C -1.321 -0.670 1.741
C -2.451 -1.513 1.894
C -3.727 -0.965 1.987
C -3.906 0.413 1.779
C -2.806 1.239 1.566
C -1.517 0.731 1.655
C -0.381 1.716 1.742
N -0.626 2.339 3.289
C 0.507 2.001 4.223
C 1.174 3.358 4.526
C 0.205 4.484 4.133
C -1.032 3.818 3.556
C -1.693 4.650 2.455
O -1.577 4.027 1.164
C 0.937 1.040 1.478
C 2.085 1.785 1.170
C 3.344 1.225 1.437
C 3.475 -0.143 1.741
C 2.351 -0.954 1.653
C 1.063 -0.376 1.580
H 1.016 -2.690 2.893
H -0.701 -3.000 2.640
H 0.438 -3.261 1.292
H -2.350 -2.608 1.920
H -4.583 -1.623 2.166
H -4.900 0.851 1.768
H -2.923 2.294 1.311
H -0.517 2.622 1.122
H -1.445 1.830 3.662
H 1.266 1.377 3.734
H 0.097 1.414 5.081
H 2.106 3.416 3.937
H 1.467 3.420 5.577
H 0.650 5.140 3.375
H -0.093 5.118 4.986
H -1.789 3.775 4.371
H -1.231 5.655 2.412
H -2.764 4.782 2.695
H -1.907 4.566 0.426
H 1.986 2.794 0.758
H 4.226 1.860 1.415
H 4.445 -0.600 1.993
H 2.475 -2.047 1.691

---

[4]
11
Properties=species:S:1:pos:R:3 method="wB97M-V/def2-TZVPD" multiplicity=1 homo_ha=-0.31408 lumo_ev=1.0528 energy_ev=-17217.5704 orbital_gap_ev=9.60 relative_energy_kcal_mol=58.1
C 0.208 0.596 -1.525
C -0.159 -0.539 -1.060
C 0.071 -0.597 1.037
N -1.223 -0.505 1.566
Cl 0.772 -2.233 1.240
H 0.225 0.875 -2.489
H 0.776 1.201 -0.883
H -0.694 -1.436 -1.429
H 0.787 0.107 1.231
H -1.903 -0.835 0.940
H -1.544 0.389 1.929

---

[5]
42
Properties=species:S:1:pos:R:3 method="wB97M-V/def2-TZVPD" multiplicity=1 smiles="CC1(C)OC(=O)C(Cc2ccccc2)(C2([O-])C(F)=C(F)C(=O)C(F)=C2F)C(=O)O1" homo_ha=-0.18236 lumo_ev=2.7934 energy_ev=-43068.3939 orbital_gap_ev=7.76 relative_energy_kcal_mol=19.7 charge=-1
C -0.012 -0.874 -2.511
C 0.007 -1.589 -1.156
C 0.027 -3.098 -1.223
O 1.178 -1.215 -0.398
C 1.212 -0.030 0.284
O 2.250 0.600 0.334
C -0.017 0.386 1.057
C -0.028 1.974 0.994
C 0.000 2.501 -0.420
C -1.191 2.786 -1.111
C -1.173 3.260 -2.425
C 0.048 3.500 -3.064
C 1.241 3.297 -2.366
C 1.213 2.808 -1.060
C -0.024 -0.209 2.366
O -0.041 0.587 3.374
C -1.272 -1.161 2.577
F -2.385 -0.456 2.788
C -1.251 -2.487 2.735
F -2.380 -3.187 2.999
C -0.003 -3.261 2.620
O 0.007 -4.481 2.432
C 1.229 -2.463 2.740
F 2.367 -3.143 3.015
C 1.225 -1.140 2.583
F 2.335 -0.421 2.796
C -1.231 -0.052 0.274
O -2.276 0.566 0.303
O -1.170 -1.246 -0.389
H -0.018 0.220 -2.398
H 0.869 -1.162 -3.100
H -0.900 -1.178 -3.083
H 0.038 -3.484 -0.200
H -0.863 -3.469 -1.738
H 0.921 -3.445 -1.748
H -0.941 2.279 1.509
H 0.851 2.296 1.558
H -2.136 2.643 -0.594
H -2.120 3.451 -2.938
H 0.067 3.897 -4.082
H 2.208 3.527 -2.826
H 2.139 2.672 -0.509

---

[6]
9
Properties=species:S:1:pos:R:3 method="wB97M-V/def2-TZVPD" multiplicity=1 homo_ha=-0.33112 lumo_ev=0.1600 energy_ev=-27793.6598 orbital_gap_ev=9.17 relative_energy_kcal_mol=23.7
C -0.195 -0.027 0.589
P 0.868 1.459 -0.096
P 0.974 -1.262 -0.097
I -2.134 0.030 -0.064
H -0.114 0.053 1.904
H 0.284 1.371 -1.517
H -0.125 2.369 0.193
H 0.146 -2.456 0.332
H 0.296 -1.536 -1.243